# 1
Formula: C36H33GeN3O13SV
Source: the OMol25 dataset
Level of theory: the ωB97M-V functional and the def2-TZVPD basis

The geometry in XYZ format:
```
88
Properties=species:S:1:pos:R:3:forces:R:3
V -0.985807 0.509303 -0.992589 0.07 -0.07 0.38
O -1.037029 2.370511 1.992625 0.03 0.19 0.18
C -1.598484 2.266775 0.938958 -0.22 -0.04 0.14
O -0.929427 2.169029 -0.221757 0.06 -0.26 -0.52
C -3.096963 2.055533 0.809243 0.00 -0.06 -0.07
C -3.534259 2.159854 -0.650770 -0.01 -0.01 0.04
C -5.041294 2.027136 -0.811437 0.01 0.00 -0.02
C -5.275614 0.513799 -0.581999 0.00 -0.01 -0.01
C -3.877346 0.027419 -0.248675 0.01 0.04 0.03
O -3.039589 0.853227 -1.140789 -0.12 -0.05 -0.03
C -3.423280 0.540166 1.130606 0.10 0.06 -0.08
C -2.203890 -0.236367 1.585553 -0.21 -0.13 0.05
O -2.111170 -0.809489 2.627558 0.06 0.04 -0.03
O -1.181331 -0.249566 0.690172 0.11 0.16 -0.18
H -3.619718 2.726198 1.486765 0.02 0.02 0.00
H -3.056335 2.947326 -1.223483 0.00 0.01 0.00
H -5.563960 2.655329 -0.092332 0.00 0.00 0.00
H -5.350389 2.333407 -1.807828 0.00 0.00 0.00
H -5.971634 0.299768 0.226167 0.00 0.00 0.00
H -5.643851 0.027391 -1.482696 0.00 0.00 0.00
H -3.666758 -1.020180 -0.447298 -0.01 -0.01 0.01
H -4.194745 0.439380 1.888071 0.00 -0.01 0.01
C -0.650053 1.453715 6.897015 -0.01 0.00 0.02
C -0.043232 2.432751 6.117902 0.02 0.02 -0.03
C 0.400535 2.120757 4.845409 -0.04 -0.04 0.07
C 0.237441 0.818255 4.361352 0.00 -0.01 -0.12
C -0.377905 -0.163174 5.144419 -0.04 0.06 0.06
C -0.819718 0.161135 6.416166 0.01 -0.01 -0.03
Ge 0.986711 0.327800 2.703058 0.06 -0.07 -0.05
C 1.333974 -1.547343 2.460957 0.04 0.07 0.20
C 1.030932 -2.364908 1.373904 0.03 -0.02 -0.02
C 1.438227 -3.690699 1.371829 -0.04 0.04 -0.04
C 2.158638 -4.207624 2.441916 0.02 0.00 0.02
C 2.465937 -3.400992 3.526466 0.00 0.01 -0.01
C 2.046880 -2.076216 3.543261 -0.02 -0.11 -0.02
C 2.197607 1.510441 1.797322 -0.05 -0.08 -0.03
C 3.461285 0.949020 1.585268 0.05 0.02 -0.02
C 4.517791 1.745938 1.160738 0.00 -0.06 -0.03
C 4.308068 3.092087 0.899755 -0.01 0.01 -0.01
C 3.046777 3.648506 1.082111 -0.02 0.00 0.01
C 1.998696 2.869446 1.547621 0.02 0.03 -0.01
H -0.994110 1.702222 7.892512 0.00 0.00 0.00
H 0.084284 3.433973 6.506499 0.00 -0.01 0.00
H 0.876200 2.879464 4.237006 0.00 0.01 0.00
H -0.519791 -1.164037 4.757010 0.00 0.00 0.00
H -1.295920 -0.589780 7.031723 0.00 0.00 0.00
H 0.462731 -1.985893 0.536446 -0.02 0.01 0.05
H 1.178578 -4.323158 0.532153 0.00 -0.02 0.01
H 2.469622 -5.243792 2.434522 0.00 0.00 0.00
H 3.016974 -3.799650 4.367592 0.00 -0.01 -0.01
H 2.274954 -1.469057 4.414106 -0.01 0.00 -0.02
H 3.636718 -0.104004 1.781877 -0.01 0.00 0.01
H 5.506470 1.318553 1.049685 0.00 -0.01 -0.02
H 5.129977 3.713872 0.569282 0.00 0.00 0.00
H 2.885917 4.700191 0.884968 0.01 0.00 0.00
H 1.030119 3.316717 1.714607 0.01 0.00 0.00
O 0.896188 0.112749 -0.905178 -0.08 0.01 0.07
S 1.774196 -0.279816 -2.129168 0.07 0.12 -0.28
C 2.980308 1.051247 -2.278566 0.07 -0.07 0.02
C 4.275960 0.320335 -2.614954 0.01 0.00 0.02
C 4.368048 -0.850973 -1.631825 -0.03 0.03 -0.01
C 2.982366 -1.500185 -1.544957 -0.06 -0.03 -0.01
H 3.014943 1.526164 -1.293984 -0.01 0.00 0.00
H 2.638573 1.760334 -3.029518 -0.01 -0.01 0.00
H 5.121969 0.999752 -2.521988 0.00 -0.01 0.00
H 4.258930 -0.035621 -3.647476 0.00 0.00 0.00
H 4.657163 -0.481105 -0.651429 0.02 0.03 0.07
H 5.107632 -1.585237 -1.944494 0.00 0.01 0.00
H 2.664827 -1.797155 -0.544136 0.03 0.03 -0.02
H 2.866913 -2.354934 -2.210874 0.00 0.00 0.01
O -2.292637 -3.345900 -7.683025 0.00 0.05 0.02
N -2.197329 -2.171014 -7.417785 0.01 0.00 -0.04
O -2.307829 -1.240045 -8.181797 0.00 -0.05 0.04
C -1.910681 -1.835449 -6.003176 -0.01 0.00 0.01
C -1.776195 -0.517473 -5.650781 0.00 0.02 -0.04
C -1.516330 -0.216555 -4.317852 -0.01 -0.05 0.01
C -1.407710 -1.214397 -3.333306 -0.06 0.15 0.00
O -1.294197 -0.944013 -2.056287 0.09 0.09 0.07
C -1.480747 -2.540855 -3.779161 0.03 0.00 -0.02
C -1.760385 -2.864249 -5.084706 0.02 -0.05 0.00
N -1.208772 -3.628643 -2.824410 -0.03 -0.06 0.04
O -0.292469 -3.445993 -2.042727 -0.01 0.02 -0.04
O -1.886575 -4.621441 -2.913239 0.04 0.07 0.01
N -1.300865 1.173037 -3.983051 0.00 0.04 0.06
O -1.493190 2.013729 -4.802039 -0.03 0.03 -0.05
O -0.843747 1.483560 -2.846371 0.05 -0.06 0.12
H -1.866016 0.257671 -6.399185 0.00 0.01 0.01
H -1.850774 -3.898008 -5.393120 0.00 0.00 -0.01
```
Positions in Å, forces in eV/Å.

Total charge = +2
LUMO (spin up / spin down) = -7.822 / -7.287 eV
Frontier orbital gap (spin up / spin down) = 6.201 / 6.736 eV
E_HOMO (spin up / spin down) = -14.0 / -14.0 eV
Spin multiplicity = 2
Calculated total energy = -161973.9013 eV
Strongest force on any atom = 0.01146 hartree/bohr

=====

# 2
Formula: C19H53BBrClN16O10P
Source: the OMol25 dataset
Level of theory: the ωB97M-V functional and the def2-TZVPD basis

The geometry in XYZ format:
```
102
Properties=species:S:1:pos:R:3:forces:R:3
C 3.518520 -3.292649 3.405913 -0.28 -0.25 -0.47
C 3.199246 -3.609321 1.925388 0.32 0.42 0.00
C 2.449796 -2.477482 1.213671 0.20 -0.22 -0.02
C 0.973508 -2.451299 1.570690 0.33 0.07 -0.45
N 0.343835 -1.302460 0.871025 -0.47 -0.19 0.04
Cl 0.118315 -1.824206 -0.795372 0.09 0.14 -0.03
C -0.996917 -0.974379 1.260835 0.44 -0.22 0.13
N -1.870573 -1.952757 1.705299 0.12 0.59 0.29
C -2.963054 -2.346386 0.776615 -0.12 -0.05 0.10
C -4.363998 -2.304459 1.399264 -0.37 -0.05 -0.60
C -4.829694 -3.656716 1.914922 -0.32 0.26 0.20
N -6.125239 -4.042431 1.573817 0.71 0.35 -0.50
O -4.122935 -4.325426 2.633434 0.34 -0.23 -0.17
P -2.142515 -2.277426 3.416496 -0.52 -0.94 -0.01
O -1.430768 -3.724399 3.609413 0.28 0.49 0.25
Br -0.608814 -0.951312 4.385794 0.16 0.04 -0.12
N -1.338614 0.269263 1.163956 0.11 -0.22 -0.20
C -2.711581 0.713851 1.435543 0.02 0.29 -0.04
B -3.067804 1.080744 2.952147 -0.38 -0.20 0.25
O -4.294543 0.718140 3.435887 0.24 0.61 -0.23
O -2.200486 1.757287 3.751758 0.00 0.40 -0.49
C -0.382768 1.339349 0.797269 -0.17 0.65 0.22
C -0.282452 1.714242 -0.704532 0.42 -0.21 -0.21
C 1.100386 1.336188 -1.288712 -0.07 -0.35 0.35
C -1.451064 1.232755 -1.570500 -0.28 0.58 0.32
H 4.576068 -3.448296 3.606821 -0.01 -0.03 0.14
H 3.283266 -2.248908 3.617563 0.01 0.00 0.16
H 2.947442 -3.933491 4.076280 0.03 0.10 0.15
H 4.141420 -3.732904 1.388837 -0.02 -0.11 -0.01
H 2.658649 -4.550538 1.810211 -0.01 -0.03 0.08
H 2.596434 -2.582497 0.137301 -0.21 0.01 -0.04
H 2.896098 -1.515824 1.477410 -0.03 0.03 -0.02
H 0.475178 -3.372979 1.262239 -0.04 -0.09 0.23
H 0.892185 -2.316421 2.645011 -0.23 0.20 0.03
H -2.749228 -3.333993 0.365531 0.06 -0.03 0.11
H -2.951378 -1.654543 -0.065614 0.13 0.01 0.00
H -5.059515 -1.982218 0.623693 0.05 0.11 0.00
H -4.443838 -1.555617 2.185620 0.06 -0.15 0.08
H -6.574495 -3.343415 1.000124 -0.26 -0.10 0.03
H -6.174548 -4.964724 1.158931 -0.16 -0.17 0.48
H -0.521749 -3.650473 3.933363 -0.02 -0.24 -0.09
H -2.840584 1.639711 0.872164 -0.07 0.00 -0.01
H -3.446774 0.020912 1.039957 0.17 -0.06 -0.05
H -4.983223 0.732361 2.753703 -0.01 -0.18 -0.01
H -2.685574 2.317562 4.371077 0.14 -0.30 0.29
H 0.582306 1.094227 1.226329 0.05 -0.19 -0.16
H -0.739636 2.214133 1.340819 -0.14 -0.13 0.13
H -0.326621 2.803396 -0.727016 -0.07 0.02 0.12
H 1.661970 2.223060 -1.573385 -0.03 -0.02 -0.19
H 1.011482 0.657434 -2.134858 0.01 0.16 -0.17
H 1.716072 0.810097 -0.558540 0.05 0.04 -0.02
H -1.697229 0.182031 -1.435764 0.18 -0.13 -0.18
H -1.223474 1.445632 -2.612972 0.02 -0.23 -0.06
H -2.354555 1.805484 -1.340982 -0.03 -0.07 0.00
C 5.129790 -0.536252 -0.684428 0.15 0.01 -0.07
O 4.144931 0.115019 -0.384886 -0.10 -0.02 0.13
N 5.846091 -1.255021 0.232642 -0.10 -0.08 0.01
N 5.589334 -0.608468 -1.971342 -0.20 -0.07 -0.16
H 6.661586 -1.790903 0.002772 0.03 0.05 -0.01
H 5.539382 -1.218736 1.186743 0.04 0.04 0.01
H 5.102672 -0.064872 -2.667074 0.16 0.17 0.03
H 6.402647 -1.127526 -2.247683 0.10 0.13 0.05
C 3.499239 -2.157767 -4.895756 0.10 -0.03 -0.03
O 3.682176 -0.997815 -5.231646 -0.11 0.11 -0.04
N 2.867903 -3.064085 -5.695020 -0.08 0.05 0.01
N 3.935740 -2.608666 -3.684605 -0.05 0.06 -0.01
H 2.720167 -4.020854 -5.437267 0.04 0.00 0.00
H 2.554403 -2.745004 -6.593033 0.03 0.00 -0.01
H 4.401638 -1.916495 -3.117523 -0.09 -0.35 0.13
H 3.820884 -3.548173 -3.355548 0.01 0.00 -0.03
C -6.657037 -1.233056 3.732798 -0.09 -0.10 0.42
O -6.800662 -1.225518 2.509704 0.00 0.22 -0.23
N -6.341412 -2.364072 4.418330 0.01 0.13 -0.20
N -6.797691 -0.097101 4.462009 -0.35 -0.06 0.01
H -6.216735 -2.390387 5.412548 0.00 0.05 0.01
H -6.245478 -3.215312 3.892172 -0.11 -0.06 0.05
H -7.025042 0.735486 3.950417 -0.06 0.08 0.06
H -6.680531 -0.041438 5.455431 0.07 -0.07 0.01
C 4.750445 2.856037 -6.251951 -0.09 0.06 0.00
O 5.765793 2.370427 -6.721540 0.04 -0.02 0.04
N 4.563153 4.203316 -6.141404 -0.07 -0.09 -0.23
N 3.716697 2.078176 -5.796922 0.07 -0.09 0.01
H 3.739228 4.611997 -5.746294 0.01 -0.01 0.04
H 5.307014 4.807743 -6.441609 0.09 0.01 0.23
H 3.818565 1.079036 -5.861974 -0.02 -0.06 0.06
H 2.874270 2.456160 -5.409643 0.01 0.05 -0.03
C -6.804804 2.859490 1.688103 -0.33 0.02 0.02
O -5.649085 2.550212 1.419368 0.28 -0.22 0.10
N -7.807757 1.933794 1.713748 0.21 -0.09 0.13
N -7.164057 4.136067 1.990711 0.11 -0.03 0.01
H -8.760870 2.148499 1.939746 -0.01 0.05 -0.05
H -7.557935 0.982132 1.497841 -0.07 -0.09 0.02
H -6.443364 4.833803 1.977431 -0.02 0.01 -0.02
H -8.103355 4.409211 2.209885 -0.01 -0.01 -0.04
C 7.054885 6.238509 -3.834945 0.11 -0.04 0.04
O 6.608079 6.053759 -4.951366 -0.08 0.15 -0.08
N 7.880229 5.334934 -3.226433 -0.01 -0.05 0.02
N 6.770711 7.360805 -3.104489 -0.07 -0.01 0.01
H 8.266908 5.463787 -2.311506 0.01 0.03 -0.01
H 8.104926 4.504811 -3.743567 -0.01 0.01 -0.02
H 6.174708 8.045153 -3.530240 0.02 0.01 -0.02
H 7.134529 7.531844 -2.187038 0.03 -0.01 -0.01
```
Positions in Å, forces in eV/Å.

Total charge = +1
LUMO = -3.164 eV
Frontier orbital gap = 7.084 eV
E_HOMO = -10.2 eV
Spin multiplicity = 1
Calculated total energy = -157414.0680 eV
Strongest force on any atom = 0.02096 hartree/bohr

=====

Question: What is the calculated total energy in the second record?
Answer: -157414.0680 eV

=====

Question: The lowest strongest force on any atom belongs to which entry?
Answer: C36H33GeN3O13SV

=====

Question: Which formula does entry 1 have?
Answer: C36H33GeN3O13SV

=====

Question: The lowest spin multiplicity belongs to which entry?
Answer: C19H53BBrClN16O10P